(1)
C6H11Cl | ωB97M-V/def2-TZVPD

The geometry in ORCA input format:
```
! RIJCOSX wB97M-V def2-TZVPD def2/J DEFGRID3
* xyz 0 1
C -1.893 1.902 -1.018
C -1.983 0.858 -0.253
C -2.523 -0.386 0.281
C 2.797 -1.087 0.124
C 1.303 -0.900 0.254
C 0.887 0.489 0.510
Cl 1.449 1.701 -0.621
H -0.732 2.210 -1.182
H -2.498 2.775 -1.062
H -3.549 -0.227 0.683
H -1.828 -0.736 1.086
H -2.543 -1.052 -0.602
H 3.055 -2.152 -0.127
H 3.207 -1.106 1.165
H 3.230 -0.255 -0.555
H 0.688 -1.357 -0.579
H 1.022 -1.409 1.177
H -0.088 0.734 0.719
*
```

Computed properties:
relative energy (zero: lowest compared OMol25 entry of this formula, charge and spin): 126.8 kcal per mole
HOMO energy (spin up / spin down): -0.2664 / -0.3021 Ha
HOMO-LUMO gap (spin up / spin down): 0.2666 / 0.3318 hartree
E: -18917.061 eV
lowest unoccupied orbital energy (spin up / spin down): 0.005 / 0.809 eV

(2)
C6H11Cl3Si | ωB97M-V/def2-TZVPD

The geometry in ORCA input format:
```
! RIJCOSX wB97M-V def2-TZVPD def2/J DEFGRID3
* xyz 0 3
C 0.916 -1.203 -1.058
C 0.206 0.077 -1.651
C 0.418 -0.914 0.345
C -0.233 0.512 -0.231
C 1.528 -0.551 1.357
C 0.124 1.870 0.370
Si -2.417 0.158 0.064
Cl -2.768 -0.064 2.022
Cl -3.880 1.348 -0.651
Cl -2.674 -1.771 -0.578
H 0.500 -2.165 -1.422
H 2.028 -1.199 -1.175
H 0.755 0.711 -2.240
H -0.627 -0.258 -2.220
H -0.294 -1.618 0.652
H 1.126 -0.034 2.245
H 2.359 -0.030 0.805
H 2.023 -1.564 1.403
H -0.235 1.941 1.479
H -0.107 2.883 -0.042
H 1.250 1.870 0.523
*
```

Computed properties:
HOMO energy (spin up / spin down): -0.1703 / -0.3952 Ha
HOMO-LUMO gap (spin up / spin down): 0.1955 / 0.2815 hartree
E: -51843.132 eV
⟨S²⟩: 2.00
lowest unoccupied orbital energy (spin up / spin down): 0.685 / -3.095 eV

(3)
C6H11ClN2 | ωB97M-V/def2-TZVPD

The geometry in ORCA input format:
```
! RIJCOSX wB97M-V def2-TZVPD def2/J DEFGRID3
* xyz 0 1
C -2.066 -1.529 -1.712
C -1.168 -1.830 -0.511
N -0.432 -0.694 -0.003
C -0.864 0.183 0.951
C 0.120 1.091 1.224
N 1.139 0.748 0.364
C 0.789 -0.303 -0.379
C 2.412 1.455 0.275
H -2.784 -0.776 -1.379
H -2.617 -2.404 -2.046
H -1.538 -1.094 -2.560
H -0.453 -2.627 -0.730
H -1.735 -2.308 0.288
H -1.833 0.064 1.407
H 0.188 1.844 1.987
H 1.410 -0.763 -1.128
H 3.243 0.836 0.609
H 2.362 2.404 0.805
H 2.657 1.704 -0.759
Cl 1.172 3.999 3.298
*
```

Computed properties:
relative energy (zero: lowest compared OMol25 entry of this formula, charge and spin): 9.1 kcal per mole
HOMO energy: -0.2449 Ha
HOMO-LUMO gap: 0.2322 hartree
E: -21902.092 eV
lowest unoccupied orbital energy: -0.347 eV

(4)
C6H11ClO | ωB97M-V/def2-TZVPD

The geometry in ORCA input format:
```
! RIJCOSX wB97M-V def2-TZVPD def2/J DEFGRID3
* xyz 0 1
C -0.251 3.043 0.232
C 0.001 2.368 -0.900
O -0.536 1.195 -1.253
C -0.994 0.299 -0.222
C 0.082 -0.275 0.698
C 0.955 -1.381 0.041
C 0.115 -2.739 -0.175
Cl 2.406 -1.753 1.056
H 0.194 4.021 0.374
H -0.756 2.500 1.043
H 0.429 2.797 -1.782
H -1.428 -0.482 -0.726
H -1.793 0.780 0.404
H 0.726 0.516 0.997
H -0.287 -0.723 1.626
H 1.277 -1.028 -0.923
H -0.294 -3.112 0.809
H -0.692 -2.553 -0.867
H 0.843 -3.472 -0.432
*
```

Computed properties:
relative energy (zero: lowest compared OMol25 entry of this formula, charge and spin): 31.7 kcal per mole
HOMO energy: -0.3327 Ha
HOMO-LUMO gap: 0.3679 hartree
E: -20969.062 eV
SMILES: C=COCC[C@H](C)Cl
lowest unoccupied orbital energy: 0.960 eV

(5)
C6H11ClO2S | ωB97M-V/def2-TZVPD

The geometry in ORCA input format:
```
! RIJCOSX wB97M-V def2-TZVPD def2/J DEFGRID3
* xyz 0 1
C 0.119 0.757 -1.136
C 1.005 0.508 0.129
C -0.357 0.014 0.038
C 1.382 1.866 0.744
C 2.173 -0.420 0.036
C -2.660 -1.423 -0.076
O -0.760 -1.917 1.701
O -0.207 -2.420 -0.598
S -0.905 -1.563 0.333
Cl -2.897 2.043 -0.275
H -0.363 1.717 -1.175
H 0.192 0.361 -2.098
H 1.720 1.936 1.797
H 0.649 2.604 0.585
H 2.297 2.155 0.323
H 1.896 -1.233 -0.474
H 2.470 -0.728 1.019
H 3.109 -0.089 -0.562
H -3.098 -0.691 0.637
H -2.708 -1.069 -1.046
H -3.056 -2.408 0.097
*
```

Computed properties:
relative energy (zero: lowest compared OMol25 entry of this formula, charge and spin): 102.3 kcal per mole
HOMO energy (spin up / spin down): -0.3919 / -0.3381 Ha
HOMO-LUMO gap (spin up / spin down): 0.3227 / 0.1894 hartree
E: -33847.396 eV
lowest unoccupied orbital energy (spin up / spin down): -1.885 / -4.047 eV

(6)
C6H11ClO4S | ωB97M-V/def2-TZVPD

The geometry in ORCA input format:
```
! RIJCOSX wB97M-V def2-TZVPD def2/J DEFGRID3
* xyz 0 1
C -0.198 3.469 1.896
C -0.102 -2.286 -0.990
C -0.099 2.675 0.683
C 0.030 -1.304 0.188
C 0.052 1.109 0.942
C -0.180 0.154 -0.205
O 2.324 5.410 2.859
O 0.342 5.071 4.192
O 0.869 3.242 2.698
O 0.126 4.976 1.770
S 1.040 4.857 2.991
Cl -1.729 3.249 2.624
H 0.957 -2.515 -1.510
H -0.586 -3.194 -0.608
H -0.809 -1.973 -1.796
H 0.705 2.978 -0.018
H -1.136 2.745 0.213
H 0.932 -1.356 0.777
H -0.652 -1.672 0.994
H -0.773 0.831 1.820
H 1.067 0.736 1.402
H 0.331 0.475 -1.133
H -1.278 0.108 -0.459
*
```

Computed properties:
relative energy (zero: lowest compared OMol25 entry of this formula, charge and spin): 15.9 kcal per mole
HOMO energy: -0.4113 Ha
HOMO-LUMO gap: 0.4344 hartree
E: -37945.514 eV
lowest unoccupied orbital energy: 0.628 eV

(7)
C6H11ClS | ωB97M-V/def2-TZVPD

The geometry in ORCA input format:
```
! RIJCOSX wB97M-V def2-TZVPD def2/J DEFGRID3
* xyz 0 1
C -0.663 0.971 1.460
C -1.606 1.824 0.726
C 0.014 0.482 0.411
C 0.613 -1.804 0.015
C 2.046 -0.046 -1.153
C 1.253 -0.404 0.120
S -0.913 1.218 -0.835
Cl -3.117 -0.981 -0.446
H -0.569 1.005 2.546
H -2.248 -0.335 -1.241
H -2.571 1.449 0.968
H -1.719 2.990 0.833
H -0.182 -1.853 0.842
H 1.356 -2.628 -0.087
H -0.040 -1.819 -0.871
H 2.573 0.987 -1.083
H 1.304 0.052 -1.976
H 2.684 -0.873 -1.254
H 1.783 -0.237 1.026
*
```

Computed properties:
relative energy (zero: lowest compared OMol25 entry of this formula, charge and spin): 37.7 kcal per mole
HOMO energy: -0.3114 Ha
HOMO-LUMO gap: 0.3394 hartree
E: -29756.074 eV
lowest unoccupied orbital energy: 0.761 eV

(8)
C6H11CrO5S4Sb | ωB97M-V/def2-TZVPD

The geometry in ORCA input format:
```
! RIJCOSX wB97M-V def2-TZVPD def2/J DEFGRID3
* xyz 0 3
Cr 6.058 7.071 5.397
O 5.297 10.114 7.956
C 5.815 9.229 7.104
O 5.134 8.212 6.836
C 7.144 9.587 6.539
O 7.427 8.713 5.368
C 7.341 9.436 4.045
C 5.900 9.335 3.502
O 5.374 10.276 2.898
O 5.220 8.328 3.947
H 4.426 9.802 8.283
H 7.947 9.435 7.275
H 7.257 10.593 6.083
H 8.029 8.950 3.354
H 7.783 10.415 4.163
S 6.714 4.234 3.111
Sb 4.962 6.099 2.868
S 7.373 6.128 3.534
S 4.181 5.791 5.143
C 6.482 3.943 6.579
S 6.987 5.623 7.001
C 8.768 5.363 6.547
H 6.873 3.330 7.426
H 6.922 3.689 5.631
H 5.378 3.934 6.616
H 8.807 4.588 5.731
H 9.207 5.074 7.454
H 9.192 6.317 6.285
*
```

Computed properties:
HOMO energy (spin up / spin down): -0.2748 / -0.2479 Ha
HOMO-LUMO gap (spin up / spin down): 0.2713 / 0.2436 hartree
E: -94939.044 eV
⟨S²⟩: 2.03
lowest unoccupied orbital energy (spin up / spin down): -0.097 / -0.115 eV

(9)
C6H11F | ωB97M-V/def2-TZVPD

The geometry in ORCA input format:
```
! RIJCOSX wB97M-V def2-TZVPD def2/J DEFGRID3
* xyz 0 1
C 1.174 -0.028 1.633
C 0.065 0.311 0.589
C -0.850 1.386 1.071
C 0.010 -0.258 -0.632
C 0.827 -1.440 -1.096
C -1.121 0.041 -1.567
F -1.102 1.340 -2.031
H 1.873 0.812 1.839
H 0.725 -0.367 2.563
H 1.810 -0.837 1.201
H -1.645 1.604 0.371
H -1.334 1.054 1.998
H -0.308 2.302 1.311
H 1.154 -1.180 -2.094
H 0.226 -2.324 -1.153
H 1.651 -1.703 -0.437
H -2.104 -0.207 -1.092
H -1.049 -0.506 -2.474
*
```

Computed properties:
relative energy (zero: lowest compared OMol25 entry of this formula, charge and spin): 8.7 kcal per mole
HOMO energy: -0.3296 Ha
HOMO-LUMO gap: 0.3669 hartree
E: -9117.094 eV
SMILES: CC(C)=C(C)CF
lowest unoccupied orbital energy: 1.015 eV

(10)
C6H11F4N | ωB97M-V/def2-TZVPD

The geometry in ORCA input format:
```
! RIJCOSX wB97M-V def2-TZVPD def2/J DEFGRID3
* xyz 0 1
C 0.328 1.871 0.396
C 1.979 -0.566 0.834
C 1.217 -1.445 -1.195
C 0.189 0.565 -0.400
C -2.719 0.426 0.220
C -1.407 -0.364 0.228
N 1.291 -0.283 -0.409
F -2.595 1.123 -0.996
F -3.818 -0.353 0.052
F -1.152 -0.797 1.531
F -1.396 -1.409 -0.647
H 1.264 2.233 -0.024
H -0.399 2.563 0.103
H 0.426 1.714 1.406
H 2.651 -1.381 0.662
H 2.606 0.294 1.148
H 1.129 -0.841 1.678
H 1.014 -2.345 -0.533
H 0.440 -1.228 -1.958
H 2.125 -1.603 -1.754
H -0.244 0.705 -1.380
H -2.928 1.122 1.039
*
```

Computed properties:
relative energy (zero: lowest compared OMol25 entry of this formula, charge and spin): 0.0 kcal per mole
HOMO energy: -0.3024 Ha
HOMO-LUMO gap: 0.3368 hartree
E: -18758.324 eV
lowest unoccupied orbital energy: 0.936 eV

(11)
C6H11FO | ωB97M-V/def2-TZVPD

The geometry in ORCA input format:
```
! RIJCOSX wB97M-V def2-TZVPD def2/J DEFGRID3
* xyz 0 1
C -2.526 0.204 -0.265
C -1.134 -0.394 -0.232
O -0.914 -0.868 1.103
C -0.025 0.461 -0.791
C 0.394 1.632 0.201
C 1.577 0.790 0.673
C 1.367 -0.155 -0.536
F 1.459 -1.479 -0.290
H -3.272 -0.477 0.160
H -2.892 0.613 -1.241
H -2.397 1.008 0.481
H -1.159 -1.266 -0.879
H -0.155 -1.480 1.179
H -0.243 0.717 -1.799
H 0.725 2.529 -0.332
H -0.304 1.935 0.949
H 1.299 0.258 1.553
H 2.535 1.245 0.729
H 2.121 -0.065 -1.323
*
```

Computed properties:
relative energy (zero: lowest compared OMol25 entry of this formula, charge and spin): 20.6 kcal per mole
HOMO energy: -0.3721 Ha
HOMO-LUMO gap: 0.4098 hartree
E: -11164.343 eV
SMILES: C[C@H](O)[C@H]1CC[C@H]1F
lowest unoccupied orbital energy: 1.026 eV

(12)
C6H11IN | ωB97M-V/def2-TZVPD

The geometry in ORCA input format:
```
! RIJCOSX wB97M-V def2-TZVPD def2/J DEFGRID3
* xyz 1 1
C 0.714 -1.457 -1.398
C 1.237 -1.202 -0.202
C -2.514 2.082 -0.354
C 0.325 -0.719 0.982
C 2.659 -1.414 0.169
C -0.974 -0.357 1.267
N -1.227 2.326 -0.281
I -2.679 -0.506 -0.207
H -0.421 -1.494 -1.583
H 1.470 -1.630 -2.312
H -2.949 2.126 0.568
H -3.092 2.156 -1.237
H 0.996 -0.606 1.817
H 3.191 -1.855 -0.554
H 2.726 -2.131 0.963
H 3.235 -0.658 0.532
H -1.228 0.137 2.220
H -0.773 2.391 0.565
H -0.695 2.812 -0.953
*
```

Computed properties:
relative energy (zero: lowest compared OMol25 entry of this formula, charge and spin): 72.6 kcal per mole
HOMO energy: -0.4680 Ha
HOMO-LUMO gap: 0.2972 hartree
E: -15980.641 eV
lowest unoccupied orbital energy: -4.648 eV